{
  "formula": "C38H26BrF6MgN8O5S2SeTe",
  "method": "ωB97M-V with the def2-TZVPD basis set",
  "species": ["H", "H", "C", "H", "Te", "H", "N", "C", "O", "H", "C", "C", "N", "H", "C", "S", "C", "C", "Se", "H", "H", "C", "H", "C", "C", "C", "C", "O", "C", "C", "C", "N", "N", "H", "C", "C", "C", "C", "H", "C", "F", "H", "O", "C", "H", "C", "H", "H", "C", "Br", "H", "H", "H", "F", "O", "N", "C", "H", "C", "C", "H", "C", "H", "H", "C", "N", "F", "C", "C", "C", "C", "S", "F", "C", "C", "C", "H", "N", "F", "C", "N", "H", "C", "H", "F", "C", "Mg", "O", "H"],
  "xyz": [[-3.533, -0.035, 3.646], [-3.164, 2.582, -1.245], [-0.882, -0.590, -6.409], [1.036, 2.612, -3.995], [1.876, 0.152, -2.342], [0.998, -2.744, -2.954], [5.079, 4.169, 3.580], [1.965, -5.261, 1.086], [0.784, -0.593, 1.813], [2.400, 1.936, -4.851], [4.647, 3.192, 2.830], [-2.584, 2.099, -0.471], [-0.887, 0.537, 0.089], [-2.347, 0.053, -7.856], [1.362, 4.294, 1.436], [1.544, -3.545, 1.607], [-0.059, 0.250, 2.288], [-1.634, 1.122, -0.815], [6.659, 3.665, 4.233], [6.854, -0.267, 2.332], [-0.482, -3.414, -3.675], [-2.760, 2.421, 0.847], [-3.480, 3.177, 1.131], [3.878, 0.922, 1.240], [5.102, 0.891, 1.919], [-4.337, 0.216, 2.967], [4.233, -1.174, 0.408], [-0.920, -2.446, 0.028], [0.664, -0.200, -4.071], [-2.054, 2.060, 3.239], [-0.096, 0.669, 3.616], [0.034, -3.659, 2.056], [-4.287, 2.631, 3.625], [0.672, 5.126, 1.442], [-6.386, 0.831, 1.187], [3.004, 2.113, 1.334], [1.083, 3.154, 0.684], [-2.078, -4.650, 0.710], [-6.170, 2.846, 1.904], [-1.019, 0.866, 1.394], [3.252, -5.315, 0.741], [3.847, -1.981, -0.202], [-2.152, -2.503, 2.172], [-0.043, -1.395, -4.273], [-7.185, 1.061, 0.497], [5.471, -1.292, 1.040], [-1.038, -0.908, -8.536], [-0.228, 1.375, -6.950], [-1.983, 1.787, 1.842], [-6.687, -1.834, 0.243], [-1.337, -2.501, -5.570], [0.640, 0.265, 4.299], [6.056, -2.194, 0.929], [-2.116, -5.558, 1.684], [2.415, -3.319, 2.712], [3.457, -0.108, 0.500], [-5.815, 1.825, 1.966], [-2.304, -1.693, -7.592], [-1.688, -0.797, -7.665], [2.531, 4.321, 2.162], [2.812, 5.174, 2.766], [-1.069, 1.567, 4.062], [-1.104, 1.848, 5.108], [1.121, 2.757, -5.767], [3.382, 3.219, 2.107], [1.866, 2.092, 0.643], [1.754, -6.124, 2.079], [-4.913, -0.789, 2.209], [-5.922, -0.466, 1.313], [1.323, 2.103, -4.917], [-0.799, -1.568, -5.432], [-1.219, -3.121, 1.285], [-3.325, -4.339, 0.363], [-0.180, 0.590, -6.200], [5.507, 2.033, 2.731], [0.586, 0.799, -5.060], [0.180, 3.105, 0.084], [6.624, 2.087, 3.404], [-1.462, -5.176, -0.343], [-4.767, 1.536, 2.829], [-3.083, 2.822, 3.861], [-1.466, 0.833, -1.848], [-0.022, -2.513, -3.267], [-0.587, -2.243, -2.371], [1.232, -5.638, 0.038], [5.908, -0.240, 1.808], [0.610, -0.985, -0.137], [1.752, -2.807, 0.366], [-4.550, -1.803, 2.296]],
  "de_lowest_kj_mol": 17.5,
  "charge": -1,
  "homo_lumo_gap_ev": 5.5,
  "homo_energy_ev": -4.27,
  "max_force_ev_per_a": 0.8
}

=====

{
  "formula": "C38H26ClIIrN2OP",
  "method": "ωB97M-V with the def2-TZVPD basis set",
  "species": ["H", "C", "C", "O", "C", "N", "P", "H", "C", "H", "C", "C", "H", "H", "H", "C", "C", "C", "C", "C", "H", "H", "C", "I", "H", "H", "C", "C", "C", "H", "H", "C", "H", "H", "H", "C", "H", "H", "C", "C", "C", "C", "C", "Cl", "C", "C", "H", "C", "C", "C", "C", "C", "C", "H", "C", "H", "H", "C", "C", "H", "C", "C", "C", "C", "H", "H", "H", "Ir", "C", "N", "H"],
  "xyz": [[-1.411, -2.138, -2.003], [-1.066, 1.578, -2.115], [4.192, -0.595, -3.444], [0.913, -1.395, 2.324], [2.819, -0.886, -1.479], [0.557, -1.618, -1.723], [-0.788, 0.316, 0.366], [4.406, -0.368, 0.507], [0.810, -1.701, -4.494], [0.711, 2.766, 1.153], [4.263, -0.261, 3.033], [-3.454, -0.917, -0.076], [5.151, -0.322, -3.862], [-4.799, 2.767, 0.036], [-1.259, -2.262, -4.459], [0.240, 2.329, 2.023], [3.187, -0.616, 2.253], [-4.057, -3.282, -0.359], [-0.474, -1.924, -2.499], [0.724, 2.732, -3.238], [-1.576, 0.904, 5.132], [3.303, -1.019, -5.336], [1.964, -1.033, 2.922], [-1.407, -3.054, 0.834], [-6.730, -1.345, -1.047], [0.911, -1.742, -5.572], [-5.721, -1.629, -0.779], [-5.262, 0.731, -0.397], [-2.585, 0.180, 0.210], [4.856, -0.219, -1.452], [2.586, 2.840, -2.174], [1.920, -1.331, -3.707], [1.005, -1.359, 4.825], [-6.058, -3.720, -1.031], [-6.295, 0.927, -0.657], [-1.180, 0.653, 3.044], [2.975, -0.684, 6.186], [-0.206, 2.955, 5.321], [-4.804, -0.606, -0.429], [-0.225, 1.316, -1.031], [4.193, -0.278, 4.444], [3.005, -0.675, 5.104], [-0.284, 2.445, 4.370], [5.544, 0.163, 5.332], [1.756, -1.296, -2.307], [0.360, 2.962, 3.254], [-2.446, 2.293, 0.510], [-3.165, -2.303, -0.023], [-5.357, -2.940, -0.766], [1.567, 2.474, -2.163], [1.100, 1.762, -1.072], [-3.100, 1.463, 0.266], [4.015, -0.543, -2.053], [1.087, 3.294, -4.088], [-1.055, 1.290, 4.266], [-3.783, -4.327, -0.293], [0.933, 3.876, 3.332], [3.170, -0.981, -4.262], [-0.588, 2.283, -3.212], [1.766, 1.578, -0.239], [-0.525, 1.170, 1.920], [-0.384, -1.986, -3.888], [-4.441, 1.749, -0.021], [3.393, -0.603, 0.821], [-1.251, 2.494, -4.041], [5.197, 0.038, 2.572], [-1.797, -0.234, 2.962], [0.597, -1.469, 0.303], [1.931, -1.042, 4.365], [2.522, -0.869, -0.088], [-2.094, 1.244, -2.112]],
  "s2": 0.7737,
  "de_lowest_kj_mol": 0.0,
  "charge": 3,
  "homo_lumo_gap_ev": [6.4, 4.9],
  "homo_energy_ev": [-16.17, -16.17],
  "spin_multiplicity": 2,
  "max_force_ev_per_a": 0.7
}

=====

{
  "formula": "C38H26N11Se2Ta",
  "method": "ωB97M-V with the def2-TZVPD basis set",
  "species": ["C", "Se", "C", "H", "N", "C", "H", "N", "C", "C", "C", "H", "C", "H", "H", "C", "H", "H", "C", "H", "C", "C", "N", "C", "H", "C", "C", "C", "C", "C", "C", "H", "H", "C", "N", "H", "H", "C", "N", "H", "H", "H", "C", "C", "H", "H", "N", "C", "H", "C", "C", "C", "C", "C", "H", "C", "C", "H", "Se", "N", "N", "C", "C", "N", "H", "C", "C", "H", "C", "C", "H", "H", "Ta", "N", "C", "C", "N", "H"],
  "xyz": [[1.538, -2.363, 1.046], [2.607, 0.686, -1.546], [-4.643, 2.807, 1.284], [-4.576, 2.780, -2.646], [1.008, -1.730, -0.080], [-1.811, 5.035, -0.789], [-6.282, 4.150, 1.046], [-2.792, 5.627, -0.769], [3.940, -5.244, -0.748], [-1.415, -0.550, -6.544], [1.146, 2.357, 2.751], [1.106, -2.538, -5.373], [-0.242, -1.247, 4.023], [3.897, -0.783, 0.112], [3.424, 3.086, 1.364], [-2.039, -0.066, 5.162], [-2.173, -0.505, 7.245], [3.138, -4.393, -2.555], [3.430, 2.123, 0.848], [0.679, 3.056, 2.062], [-2.610, 1.181, -1.211], [0.150, -1.893, 5.193], [0.169, 2.144, -0.482], [4.048, -0.461, -0.920], [4.573, -5.931, 1.187], [-1.465, 0.093, 2.649], [-1.158, -0.270, -4.211], [3.200, 2.307, -0.643], [-0.113, -1.189, -4.210], [-0.564, -1.599, 6.339], [-4.595, 2.792, -1.568], [4.972, 0.107, -1.019], [-0.294, -2.073, 7.270], [-2.649, 1.184, 1.011], [1.238, -2.162, -2.450], [4.129, 2.609, -1.132], [0.969, -2.593, 5.198], [1.531, -2.392, -1.181], [1.191, -2.152, 2.298], [4.395, 1.649, 1.044], [2.444, 3.061, -0.862], [-4.662, 2.808, 2.362], [3.215, -4.300, 1.374], [0.303, -1.817, -5.379], [-1.907, -0.319, -7.478], [4.535, -5.985, -1.263], [-2.309, 0.947, -2.471], [2.448, -3.393, 0.639], [-6.241, 4.138, -1.401], [-5.542, 3.549, 0.539], [0.251, -1.336, 2.671], [-3.681, 2.058, -0.819], [2.426, -3.425, -0.757], [-3.703, 2.065, 0.575], [3.217, -4.285, 2.453], [-1.353, 0.148, -2.844], [-1.312, -0.355, 4.009], [1.858, 2.863, 3.402], [2.125, 0.989, 1.779], [-2.406, 0.920, 2.272], [-1.981, 0.661, -0.093], [-1.642, -0.698, 6.324], [-1.836, 0.064, -5.379], [-0.485, -0.467, 1.844], [-2.652, 0.769, -5.368], [-5.519, 3.543, -0.864], [-0.362, -1.476, -6.544], [-0.070, -1.935, -7.477], [-0.307, 3.232, -0.647], [3.171, -4.362, -1.477], [-2.874, 0.615, 5.140], [4.088, -1.325, -1.577], [0.100, 0.171, -0.092], [-0.675, 4.375, -0.802], [0.330, -1.320, -2.840], [3.961, -5.213, 0.660], [-0.407, -0.458, -2.024], [0.397, 1.855, 3.362]],
  "de_lowest_kj_mol": 0.0,
  "charge": 2,
  "homo_lumo_gap_ev": [4.9, 4.6],
  "homo_energy_ev": [-12.18, -12.02],
  "max_force_ev_per_a": 0.7
}